Record 1
{
  "formula": "C2H2Br2I2",
  "method": "ωB97M-V/def2-TZVPD",
  "species": ["C", "C", "Br", "Br", "I", "I", "H", "H"],
  "xyz": [[-0.089, -0.629, -0.423], [0.217, 0.484, 0.434], [0.231, -2.389, 0.394], [-0.876, 0.419, 2.167], [-1.933, -0.486, -1.504], [0.090, 2.521, -0.472], [1.213, -0.430, -1.516], [1.147, 0.510, 0.919]],
  "forces_ev_per_a": [[2.85, -0.92, -3.75], [-1.44, 2.28, 1.82], [-0.18, 0.91, -0.42], [0.11, 0.21, -0.96], [0.59, -0.26, 0.36], [0.03, -1.32, 0.47], [-3.36, -0.56, 2.52], [1.41, -0.34, -0.05]],
  "spin_multiplicity": 1,
  "orbital_gap_ev": 8.78,
  "e_homo_ev": -9.6,
  "e_tot_ha": -5820.70969
}



Record 2
{
  "formula": "C2H2Br2I2",
  "method": "ωB97M-V/def2-TZVPD",
  "species": ["C", "C", "Br", "Br", "I", "I", "H", "H"],
  "xyz": [[0.752, 0.004, -0.074], [-0.675, 0.008, 0.291], [1.748, -0.872, 1.257], [-1.480, -1.806, 0.138], [1.235, -0.560, -1.980], [-1.817, 1.341, -1.044], [1.209, 1.527, 0.018], [-0.972, 0.357, 1.394]],
  "forces_ev_per_a": [[1.46, 5.10, 0.96], [-2.78, 0.64, 1.52], [0.61, -0.50, 0.68], [0.32, 0.54, 0.14], [0.31, -0.41, -1.10], [0.38, -0.35, 0.62], [-1.46, -4.29, -0.22], [1.15, -0.73, -2.61]],
  "spin_multiplicity": 1,
  "orbital_gap_ev": 9.04,
  "e_homo_ev": -9.5,
  "e_tot_ha": -5820.73112
}



Record 3
{
  "formula": "C2H2Br2O3",
  "method": "ωB97M-V/def2-TZVPD",
  "species": ["C", "C", "O", "O", "O", "Br", "Br", "H", "H"],
  "xyz": [[0.955, -0.729, 0.647], [-1.867, 0.581, -0.688], [-0.225, -0.619, 0.771], [-1.607, 0.226, -1.751], [1.628, -0.058, -0.280], [-1.494, 2.274, 0.183], [3.394, -0.244, -0.456], [1.598, -1.433, 1.399], [-2.383, 0.002, 0.175]],
  "forces_ev_per_a": [[1.00, -2.12, 2.77], [-1.67, -0.88, 4.06], [0.47, -0.09, -0.13], [0.55, -0.14, -2.20], [-0.82, 0.67, -0.70], [0.26, 0.73, -0.36], [0.73, -0.28, 0.17], [-1.04, 1.56, -1.86], [0.52, 0.56, -1.75]],
  "spin_multiplicity": 1,
  "orbital_gap_ev": 9.18,
  "smiles": "O=COBr.O=CBr",
  "e_homo_ev": -10.2,
  "e_tot_ha": -5451.08044
}



Record 4
{
  "formula": "C2H2Br2P",
  "method": "ωB97M-V/def2-TZVPD",
  "species": ["C", "C", "P", "Br", "Br", "H", "H"],
  "xyz": [[-0.443, -1.066, -0.206], [-1.306, -1.233, -1.008], [1.595, 1.000, 0.320], [0.572, 2.760, -0.435], [1.434, 1.130, 2.477], [0.065, -1.082, 0.682], [-1.916, -1.508, -1.830]],
  "forces_ev_per_a": [[-0.23, 0.39, -0.08], [-0.22, -0.29, -1.14], [-0.71, 1.00, 0.30], [0.55, -0.96, 0.46], [0.02, -0.05, -1.01], [0.98, -0.25, 1.63], [-0.39, 0.16, -0.16]],
  "spin_multiplicity": 1,
  "orbital_gap_ev": 7.10,
  "charge": 1,
  "e_homo_ev": -15.1,
  "e_tot_ha": -5566.40987
}



Record 5
{
  "formula": "C2H2Br6",
  "method": "ωB97M-V/def2-TZVPD",
  "species": ["C", "Br", "Br", "Br", "H", "C", "Br", "Br", "Br", "H"],
  "xyz": [[-2.805, 0.290, -0.329], [-3.372, -1.546, -0.779], [-0.892, 0.573, -0.506], [-3.490, 0.527, 1.521], [-3.276, 0.955, -1.053], [2.602, -0.158, 0.266], [2.557, 1.231, -1.049], [3.872, 0.254, 1.655], [3.198, -1.950, -0.435], [1.606, -0.178, 0.708]],
  "forces_ev_per_a": [[-0.31, -0.93, 0.60], [0.46, 0.64, -0.27], [-0.66, -0.08, 0.09], [0.53, 0.47, -0.99], [-0.07, -0.07, 0.52], [0.74, -0.75, 0.10], [0.04, -0.16, -0.22], [-0.16, 0.25, 0.18], [-0.88, 1.17, 0.14], [0.30, -0.53, -0.15]],
  "spin_multiplicity": 1,
  "orbital_gap_ev": 9.92,
  "e_homo_ev": -10.3,
  "e_tot_ha": -15521.45346
}



Record 6
{
  "formula": "C2H2BrClINOS",
  "method": "ωB97M-V/def2-TZVPD",
  "species": ["C", "C", "N", "O", "S", "Cl", "Br", "I", "H", "H"],
  "xyz": [[1.030, -0.663, -0.001], [1.083, 0.780, -0.174], [2.122, -1.247, 0.328], [0.189, 1.486, -0.434], [-0.570, -1.339, -0.396], [2.005, -2.965, 0.416], [-4.143, 0.507, 0.440], [3.023, 1.626, 0.192], [-3.772, 1.789, 0.344], [-0.967, 0.026, -0.714]],
  "forces_ev_per_a": [[-0.64, -2.24, -0.33], [2.47, 0.95, 0.87], [-0.72, -0.39, -0.13], [-1.57, 1.15, -0.61], [0.36, 2.02, -0.18], [-0.06, 0.50, 0.02], [-0.71, -2.50, 0.18], [-0.03, 0.18, -0.08], [0.73, 2.51, -0.19], [0.17, -2.18, 0.45]],
  "spin_multiplicity": 1,
  "orbital_gap_ev": 8.67,
  "smiles": "O=C(I)/C(S)=N/Cl.Br",
  "e_homo_ev": -9.7,
  "e_tot_ha": -3937.42991
}



Record 7
{
  "formula": "C2H2BrClN2S",
  "method": "ωB97M-V/def2-TZVPD",
  "species": ["C", "C", "N", "N", "S", "Cl", "Br", "H", "H"],
  "xyz": [[0.444, -0.544, 0.395], [0.083, -0.548, -1.061], [-0.444, -0.068, 1.349], [-1.077, 0.853, 1.709], [1.761, 0.156, -0.909], [-1.154, 0.454, -1.491], [-0.863, 2.697, 0.770], [1.005, -1.484, 0.783], [0.245, -1.515, -1.546]],
  "forces_ev_per_a": [[2.67, -2.14, -0.77], [2.71, -1.86, 0.90], [-0.06, 0.21, 0.35], [0.02, 0.17, -0.20], [-1.17, 0.60, 1.40], [-2.05, 0.76, -1.32], [0.31, 0.21, 0.30], [-1.45, 1.76, -0.63], [-0.99, 0.28, -0.02]],
  "spin_multiplicity": 1,
  "orbital_gap_ev": 8.26,
  "smiles": "Cl[C@H]1S[C@H]1/N=N\\Br",
  "e_homo_ev": -9.3,
  "e_tot_ha": -3619.18631
}



Record 8
{
  "formula": "C2H2BrF2I",
  "method": "ωB97M-V/def2-TZVPD",
  "species": ["C", "C", "F", "F", "Br", "I", "H", "H"],
  "xyz": [[-1.114, -0.709, -0.224], [1.053, 0.813, 0.601], [-0.932, -1.968, 0.023], [-0.914, -0.456, -1.522], [0.935, 2.255, -0.536], [2.506, -0.597, 0.086], [-1.854, -0.179, 0.174], [0.320, 0.840, 1.398]],
  "forces_ev_per_a": [[4.03, -0.48, -2.53], [-0.20, -0.62, -0.57], [-0.25, -0.88, 0.50], [-0.19, -0.06, 0.16], [-0.10, 0.51, -0.26], [-0.63, 0.34, 0.62], [-3.32, 1.67, 1.84], [0.66, -0.47, 0.24]],
  "spin_multiplicity": 1,
  "orbital_gap_ev": [8.33, 8.16],
  "e_homo_ev": [-8.6, -8.1],
  "e_tot_ha": -3148.69187
}



Record 9
{
  "formula": "C2H2BrI",
  "method": "ωB97M-V/def2-TZVPD",
  "species": ["C", "C", "Br", "I", "H", "H"],
  "xyz": [[-0.505, 0.653, 0.439], [-0.031, -0.066, -0.516], [0.029, 0.072, -2.266], [1.857, -2.362, 0.336], [-0.081, 0.410, 1.473], [-1.269, 1.294, 0.533]],
  "forces_ev_per_a": [[3.09, -2.90, 3.48], [0.99, -0.57, 0.74], [-0.07, -0.21, -1.90], [-0.75, 0.96, -0.31], [-0.56, 0.17, -1.38], [-2.69, 2.56, -0.63]],
  "spin_multiplicity": 1,
  "orbital_gap_ev": [8.09, 6.79],
  "e_homo_ev": [-9.6, -9.3],
  "e_tot_ha": -2948.98200
}



Record 10
{
  "formula": "C2H2BrN3",
  "method": "ωB97M-V/def2-TZVPD",
  "species": ["C", "C", "N", "N", "N", "Br", "H", "H"],
  "xyz": [[-1.778, 1.281, -0.051], [0.057, -0.138, -0.094], [-2.909, 1.437, 0.003], [-0.302, -1.287, -0.116], [-0.457, 1.076, -0.099], [2.614, 0.411, -0.005], [0.267, -2.113, -0.077], [0.169, 1.876, -0.106]],
  "forces_ev_per_a": [[-0.15, -0.16, 0.04], [2.37, -1.64, 0.07], [-0.68, 0.16, 0.00], [0.08, 0.91, -0.01], [0.41, 1.51, -0.03], [-2.21, -0.35, -0.09], [0.12, -0.11, 0.02], [0.05, -0.30, 0.00]],
  "spin_multiplicity": 1,
  "orbital_gap_ev": 8.35,
  "e_homo_ev": -10.0,
  "e_tot_ha": -2815.62136
}



Record 11
{
  "formula": "C2H2BrN3",
  "method": "ωB97M-V/def2-TZVPD",
  "species": ["C", "C", "N", "N", "N", "Br", "H", "H"],
  "xyz": [[2.729, 1.041, -1.635], [0.880, 0.157, -2.719], [3.422, 1.614, -0.936], [0.159, -0.627, -3.260], [2.015, 0.424, -2.452], [-0.574, 0.922, 1.779], [-0.765, -0.530, -3.636], [0.536, 0.421, 1.364]],
  "forces_ev_per_a": [[1.16, 1.28, 1.62], [-0.04, -2.13, -1.37], [1.30, 0.97, 1.35], [-2.46, -0.31, -0.25], [0.11, 0.07, -1.33], [-4.23, 1.89, 1.53], [-0.11, 0.11, -0.01], [4.26, -1.88, -1.55]],
  "spin_multiplicity": 1,
  "orbital_gap_ev": 9.84,
  "smiles": "N#CN=C=N.Br",
  "e_homo_ev": -10.4,
  "e_tot_ha": -2815.60988
}



Record 12
{
  "formula": "C2H2BrNO2",
  "method": "ωB97M-V/def2-TZVPD",
  "species": ["C", "C", "N", "O", "O", "Br", "H", "H"],
  "xyz": [[0.271, 0.261, -0.231], [-0.060, 1.468, -0.561], [-2.012, 2.410, 0.932], [-2.516, 1.628, 1.666], [-2.167, 3.550, 0.645], [0.405, 2.911, -1.551], [1.120, -0.275, -0.637], [-0.321, -0.280, 0.494]],
  "forces_ev_per_a": [[0.22, -0.41, -0.01], [-0.90, 0.70, 0.63], [1.28, -0.54, -1.06], [-0.33, 0.35, 0.20], [-0.43, -0.07, 0.44], [0.17, -0.10, -0.13], [0.16, 0.05, -0.17], [-0.16, 0.02, 0.11]],
  "spin_multiplicity": 1,
  "orbital_gap_ev": [9.35, 7.69],
  "e_homo_ev": [-9.9, -8.8],
  "e_tot_ha": -2856.43353
}



Record 13
{
  "formula": "C2H2BrO2S2",
  "method": "ωB97M-V/def2-TZVPD",
  "species": ["C", "C", "O", "O", "S", "S", "Br", "H", "H"],
  "xyz": [[-0.380, -0.522, 0.114], [-0.608, 0.936, 0.099], [0.583, -0.954, 0.781], [-1.250, -1.283, -0.445], [0.588, 2.043, 0.528], [-2.151, 1.403, -0.565], [3.370, -0.501, -0.068], [1.884, -0.401, 0.206], [-2.038, -0.719, -0.650]],
  "forces_ev_per_a": [[2.16, -0.04, 2.67], [-0.99, 3.04, -1.27], [-1.40, -0.34, -1.54], [-0.45, -1.44, -0.19], [-0.79, -1.16, -0.09], [0.78, -0.55, 0.58], [-0.02, 0.09, -0.19], [0.69, -0.18, 0.36], [0.02, 0.57, -0.33]],
  "spin_multiplicity": 1,
  "orbital_gap_ev": 7.08,
  "charge": -1,
  "e_homo_ev": -4.4,
  "e_tot_ha": -3598.36760
}



Record 14
{
  "formula": "C2H2CeFLiO",
  "method": "ωB97M-V/def2-TZVPD",
  "species": ["C", "F", "H", "C", "O", "Ce", "Li", "H"],
  "xyz": [[-0.185, -2.647, -0.727], [-1.395, -2.441, -1.051], [0.213, -3.445, -1.382], [0.629, 1.569, 0.812], [-0.228, 2.055, 0.061], [1.063, -1.007, 0.933], [-1.205, 3.611, -0.154], [1.107, 2.304, 1.508]],
  "forces_ev_per_a": [[-0.78, 0.03, -1.03], [0.57, -0.11, 0.42], [0.02, -0.16, 0.21], [-1.02, 0.42, -0.41], [1.13, -1.36, 0.87], [0.19, 0.98, 0.27], [-0.34, 0.61, -0.25], [0.21, -0.41, -0.08]],
  "spin_multiplicity": 2,
  "orbital_gap_ev": [6.65, 6.76],
  "charge": 3,
  "e_homo_ev": [-21.3, -21.4],
  "e_tot_ha": -733.84147
}



Record 15
{
  "formula": "C2H2Cl2I2",
  "method": "ωB97M-V/def2-TZVPD",
  "species": ["C", "C", "Cl", "Cl", "I", "I", "H", "H"],
  "xyz": [[1.153, -0.468, -0.090], [-1.042, 0.139, -0.013], [2.048, 0.968, -0.112], [-1.541, -0.110, -1.654], [-2.072, -0.806, 1.548], [-0.731, 2.171, 0.587], [1.166, -0.818, -1.113], [1.019, -1.076, 0.847]],
  "forces_ev_per_a": [[-3.31, 0.43, 0.54], [3.43, 0.46, 0.15], [0.73, -0.19, 0.53], [-0.38, 0.02, 0.23], [-0.10, -0.53, -0.25], [-0.93, 0.12, -0.34], [-0.28, -0.92, 0.42], [0.85, 0.61, -1.28]],
  "spin_multiplicity": 1,
  "orbital_gap_ev": 8.19,
  "e_homo_ev": -8.8,
  "e_tot_ha": -1593.06326
}



Record 16
{
  "formula": "C2H2Cl2O2",
  "method": "ωB97M-V/def2-TZVPD",
  "species": ["C", "C", "O", "O", "Cl", "Cl", "H", "H"],
  "xyz": [[-2.547, -0.493, 0.415], [-0.178, -0.360, -0.243], [-2.448, -0.758, 1.554], [-1.470, -0.319, -0.633], [-3.925, 0.015, -0.495], [0.470, -1.958, 0.176], [0.609, -0.048, -1.036], [0.009, 0.407, 0.511]],
  "forces_ev_per_a": [[2.11, 1.23, -2.16], [3.32, 1.41, -0.42], [0.22, -0.08, -0.84], [-2.84, -0.89, 1.26], [-0.36, -0.35, 0.43], [-0.26, -0.32, 0.50], [-2.19, -0.36, 0.47], [-0.01, -0.65, 0.76]],
  "spin_multiplicity": 1,
  "orbital_gap_ev": 11.31,
  "smiles": "O=C(Cl)OCCl",
  "e_homo_ev": -10.8,
  "e_tot_ha": -1148.25019
}



Record 17
{
  "formula": "C2H2Cl2O2S",
  "method": "ωB97M-V/def2-TZVPD",
  "species": ["C", "C", "O", "O", "S", "Cl", "Cl", "H", "H"],
  "xyz": [[1.459, 0.284, 1.610], [-0.498, -1.037, -0.443], [-1.185, -1.125, -2.752], [1.033, 0.132, 0.467], [-0.404, -0.074, -2.025], [-1.750, -0.675, 0.536], [-1.823, 1.510, -1.623], [2.098, 1.283, 1.837], [1.070, -0.298, 2.394]],
  "forces_ev_per_a": [[-0.03, 3.34, -2.81], [1.35, -0.59, -1.02], [0.99, 1.28, 0.40], [1.32, 0.62, 1.63], [-2.04, -1.15, 0.29], [-1.13, 0.19, 0.84], [0.65, -0.16, -0.40], [-0.93, -2.46, -0.32], [-0.18, -1.07, 1.39]],
  "spin_multiplicity": 1,
  "orbital_gap_ev": 8.26,
  "smiles": "O=S(Cl)#CCl.C=O",
  "e_homo_ev": -9.0,
  "e_tot_ha": -1546.26581
}



Record 18
{
  "formula": "C2H2Cl3NO",
  "method": "ωB97M-V/def2-TZVPD",
  "species": ["C", "C", "N", "O", "Cl", "Cl", "Cl", "H", "H"],
  "xyz": [[-0.324, 1.376, -0.468], [-1.409, 0.472, 1.568], [-0.565, 0.937, -1.504], [-0.912, 0.319, -2.573], [-0.576, -0.477, 2.892], [-2.948, -0.199, 0.941], [-1.776, 2.141, 2.260], [0.181, 2.337, -0.073], [-0.417, 0.806, 1.029]],
  "forces_ev_per_a": [[2.46, 4.01, -0.13], [1.23, 1.33, 2.48], [-1.76, -3.17, -5.23], [1.22, 2.19, 3.92], [-1.02, -0.03, -0.60], [1.98, 0.27, 0.12], [-0.10, -0.72, -0.22], [-1.19, -2.02, -0.51], [-2.82, -1.87, 0.17]],
  "spin_multiplicity": 1,
  "orbital_gap_ev": [9.72, 9.72],
  "smiles": "C#[N+][O-].ClC(Cl)Cl",
  "e_homo_ev": [-10.0, -10.0],
  "e_tot_ha": -1587.79264
}



Record 19
{
  "formula": "C2H2Cl3NO2",
  "method": "ωB97M-V/def2-TZVPD",
  "species": ["C", "C", "N", "O", "O", "Cl", "Cl", "Cl", "H", "H"],
  "xyz": [[0.179, -0.109, -0.489], [-1.461, 0.228, -0.185], [0.888, -0.278, 0.642], [0.563, -0.294, -1.585], [2.175, -0.716, 0.579], [-2.507, -1.105, -0.555], [-1.742, 1.596, -1.333], [-1.733, 0.874, 1.398], [0.771, 0.120, 1.551], [2.868, -0.315, -0.022]],
  "forces_ev_per_a": [[-2.70, -0.14, 2.10], [2.29, 1.04, -1.46], [0.77, 0.62, -0.36], [0.55, -0.17, -1.57], [2.30, -1.35, -0.11], [0.14, -0.27, 0.01], [-0.20, -0.36, 0.01], [-0.11, -0.09, 0.96], [-0.92, 0.35, 0.05], [-2.11, 0.38, 0.38]],
  "spin_multiplicity": 1,
  "orbital_gap_ev": 10.91,
  "smiles": "O=C(NO)C(Cl)(Cl)Cl",
  "e_homo_ev": -10.4,
  "e_tot_ha": -1663.14525
}



Record 20
{
  "formula": "C2H2Cl3NO4",
  "method": "ωB97M-V/def2-TZVPD",
  "species": ["N", "O", "C", "C", "O", "Cl", "Cl", "O", "O", "Cl", "H", "H"],
  "xyz": [[2.671, -0.624, 1.483], [3.193, -0.039, 2.439], [0.144, 0.080, -0.436], [-1.454, 0.032, -0.328], [-1.915, 0.252, -1.581], [-1.775, -1.618, 0.329], [-2.054, 1.256, 0.952], [0.507, 0.407, 0.784], [2.387, 0.055, 0.400], [0.690, 1.263, -1.674], [0.447, -0.945, -0.760], [-2.842, -0.119, -1.608]],
  "forces_ev_per_a": [[1.88, 6.54, -0.76], [-1.94, -3.15, -2.34], [-1.57, -0.30, -0.56], [1.29, 0.33, 0.14], [-2.11, -1.04, 0.74], [-0.43, 0.37, -0.24], [0.18, -0.79, -1.18], [-0.63, 0.51, 1.17], [2.31, -4.00, 3.17], [-0.05, -0.05, -0.03], [-0.07, 0.88, 0.08], [1.15, 0.69, -0.19]],
  "spin_multiplicity": 1,
  "orbital_gap_ev": [8.65, 7.24],
  "e_homo_ev": [-11.0, -10.8],
  "e_tot_ha": -1813.44324
}